Entry 1:
Here is C32H35F12N3O3ReSSiTe as an isolated structure in a non-equilibrium geometry from OMol25. Energies are from wB97M-V/def2-TZVPD.

## Properties
HOMO-LUMO gap	5.80	eV
total charge	+3
multiplicity	1
HOMO	-15.90	eV

The geometry in XYZ format:
```
89
C32H35F12N3O3ReSSiTe wB97M-V/def2-TZVPD
Re 0.4377 -0.7470 0.0609
Te -0.4580 -0.8663 4.1755
S -1.1778 -2.0372 2.1849
Si 2.5685 -3.2868 0.4420
F -0.7742 3.1713 0.6776
F 2.7073 2.9245 2.7437
F -0.6732 2.3713 2.6521
F -1.7044 1.2784 -0.7483
F 0.6022 4.0784 2.1846
F -2.4858 -2.7842 -2.4285
F -3.5599 -1.3507 -1.2896
F -3.4257 -1.1708 -3.5231
F 3.1643 0.9746 1.7839
F -1.2588 1.5804 -2.8167
F -3.2481 1.0539 -2.1445
F 1.6813 1.1217 3.4468
O -1.1208 -1.1963 -0.8373
O 1.8052 -1.8163 0.6098
O 0.3698 0.6669 1.3008
N -3.9170 -1.7806 1.7591
N 1.0731 0.2204 -1.3443
N -2.6440 0.1682 2.0368
C -0.4123 -0.7980 -3.0545
C 0.3988 -1.5764 -5.2112
C 1.5190 -1.6516 4.2612
C 1.5965 2.3007 -0.1333
C -5.3260 2.6114 1.0945
C 3.7603 -3.2750 -0.9800
C 0.1400 -2.0167 -6.6609
C 2.4369 3.5271 -2.5797
C 3.5466 -3.7297 1.8451
C -2.7795 -1.1187 1.9596
C -1.2669 -2.0650 5.6692
C -4.3776 3.2568 3.1815
C -4.5958 1.3978 1.0400
C 1.8948 2.2526 -2.5912
C -5.2415 3.4743 2.1419
C -0.6594 -1.2580 -4.3592
C 1.7133 -1.3614 -4.7060
C 2.2893 3.5159 -0.1537
C 2.1909 1.7556 2.3305
C -3.6331 2.0636 3.1523
C -2.7706 -1.5317 -2.3976
C 3.5593 5.3305 -1.4055
C 0.0482 2.9808 1.6928
C -1.5203 -0.6124 -2.1167
C 1.5156 1.6064 -1.3364
C 1.0810 1.8936 1.2311
C -1.9586 0.8329 -1.9865
C 0.8974 -0.4968 -2.6105
C 1.1467 -4.5012 0.1007
C 2.7419 4.1350 -1.3114
C -3.7726 1.1227 2.1069
C 1.9285 -0.8470 -3.4492
H 2.9820 6.1484 -1.9978
H 3.0543 -4.0617 2.8016
H -2.7984 2.0235 3.8844
H 2.2829 4.2072 0.6073
H 2.6689 -1.6881 -5.2520
H -3.8994 -2.7989 1.9129
H 3.4076 -3.2563 -1.9783
H -1.9732 -1.4682 6.2100
H -1.6276 -1.3915 -4.6891
H 2.7084 3.9896 -3.5213
H 1.5686 -2.3071 5.1085
H 0.4173 -4.5019 0.9673
H -0.7390 -2.6086 -6.8048
H 0.0150 -1.0308 -7.2455
H 1.7849 1.6791 -3.5062
H 4.4573 -2.4470 -0.9187
H -1.7065 0.5771 1.9455
H 1.0582 -2.4590 -7.0062
H 1.6897 -2.0836 3.3102
H -4.2374 3.9399 4.0515
H 1.6596 -5.4605 0.0323
H -4.5501 0.8624 0.0768
H -6.0510 2.7543 0.2720
H 4.1354 -4.5626 1.4442
H -0.4785 -2.3669 6.3795
H 4.4849 5.2168 -1.9373
H -1.7184 -3.0029 5.2833
H 0.5441 -4.2085 -0.7578
H -5.8440 4.3637 2.1145
H 2.1872 -0.8406 4.3975
H 4.2077 -2.9647 2.1480
H 4.2667 -4.2186 -0.8987
H -4.7225 -1.2026 1.4679
H 3.7978 5.8387 -0.4448
H 2.9154 -0.4622 -3.1469
```

Entry 2:
Here is a 2-piece molecular cluster, C32H35F30N2O3 overall in a non-equilibrium geometry from OMol25. Energies are from wB97M-V/def2-TZVPD.

## Properties
HOMO-LUMO gap	9.49	eV
total charge	+1
multiplicity	1
HOMO	-12.67	eV

The geometry in XYZ format:
```
102
C32H35F30N2O3 wB97M-V/def2-TZVPD
F 4.9932 -6.6821 2.7447
F 3.2360 -4.0292 -0.1665
F -6.8011 6.9473 -2.3972
F -1.3761 -1.9960 -2.0064
F -0.3149 -6.4755 -0.3022
F 0.2798 -1.5516 -0.7384
F 0.3358 -8.3520 0.5391
F -0.7418 -0.6750 -3.9176
F 5.7877 -7.4113 4.6332
F 2.7381 -3.8807 -3.0844
F -5.1630 7.1944 -1.0261
F -7.3329 6.9780 0.3235
F 7.6215 -7.3476 2.6151
F 7.1892 -9.4041 3.1912
F -8.0786 5.3286 -0.7762
F 5.3905 -11.0336 3.5779
F 0.4245 -6.6143 1.7019
F -6.3682 5.1017 0.5292
F 1.1261 -4.1347 0.0419
F 1.3845 -0.4736 -3.4292
F 2.7836 -6.4836 1.0673
F 6.5474 -11.8302 5.9365
F 6.7596 -9.6738 5.6820
F 1.5814 -6.2247 -2.2464
F 3.5640 -6.0164 -1.5363
F 2.6807 -2.2749 -1.7158
F 0.6357 -3.0626 -3.9011
F -0.2359 -4.1034 -2.2835
F 2.5501 -8.0233 -0.3768
F 3.9317 -11.6732 5.0444
O -0.3839 7.0514 3.3377
O 4.1288 -9.5221 4.6630
O 0.1721 5.5078 4.8676
N -2.8973 3.0458 2.0214
N -0.9865 5.5144 -2.4880
C -3.1556 4.2557 -3.2291
C -1.6065 4.3475 -3.1748
C 5.8650 -10.6629 5.8897
C -6.9794 5.8936 -0.3438
C 2.1167 -4.3582 -0.8221
C 4.8347 -10.7085 4.7620
C 5.4404 -7.7996 3.3875
C 2.2787 -5.8725 -1.1754
C -0.7649 6.0319 -0.0069
C -0.1971 0.7614 -2.1722
C -1.0898 1.7360 -2.9848
C -2.2282 3.3488 -0.2896
C -2.1001 2.7373 1.1052
C -0.8753 3.5610 -1.0191
C 0.3946 6.5521 2.2593
C -0.3653 5.5026 1.3932
C 6.6590 -8.3037 2.6174
C -0.4051 5.0637 -1.1340
C -0.6664 6.0727 4.2738
C 0.5961 -3.1012 -2.5750
C 0.1544 -0.5284 -2.9183
C -6.0421 6.2913 -1.5082
C -1.2012 4.2781 -4.7031
C 4.2497 -8.7676 3.4708
C -2.1456 5.7550 4.4534
C 2.0639 -6.8424 0.0170
C -0.0459 -1.7912 -2.0065
C 0.5617 -7.0603 0.4642
C -0.7932 3.1816 -2.5451
C -3.8932 5.4452 -2.5655
C 2.0469 -3.4005 -2.0614
C -5.3315 5.0992 -2.1511
H 6.4013 -8.5300 1.5784
H -0.0839 2.9706 -0.5391
H 0.7015 7.4125 1.6549
H -2.5565 6.2858 5.3178
H -3.3683 5.7964 -1.6669
H 0.6983 1.3181 -1.8629
H 0.6586 4.9460 -1.3680
H 0.2838 3.3055 -2.7660
H -2.8088 2.6450 -0.9072
H -0.1255 4.0607 -4.7466
H -0.9427 1.6830 -4.0644
H 3.3575 -8.1416 3.4611
H -2.1288 1.5257 -2.6974
H 0.3175 4.6502 1.2855
H -1.4544 6.4241 -2.5333
H 5.3756 -10.4961 6.8520
H -3.5083 4.1916 -4.2607
H -2.8115 4.2752 -0.2492
H -1.8409 6.2408 -0.1002
H 4.1660 -9.3954 2.5825
H -0.2522 6.9833 -0.2172
H -5.3735 4.2338 -1.4801
H -3.5775 3.7248 1.6640
H -2.3310 4.6813 4.5188
H 1.3211 6.0911 2.6251
H -3.9089 6.2724 -3.2903
H -1.7299 3.4425 -5.1602
H -0.7272 0.5481 -1.2369
H -0.1479 5.6839 -3.0545
H -1.2836 5.1736 1.8834
H -2.6828 6.1349 3.5724
H -3.5214 3.3437 -2.7398
H -1.4582 5.2228 -5.1973
H -5.8892 4.8293 -3.0571
H -1.3064 2.0286 1.3664
```

Entry 3:
Here is a 2-piece molecular cluster, C32H35N4O overall in a non-equilibrium geometry from OMol25. Energies are from wB97M-V/def2-TZVPD.

## Properties
HOMO-LUMO gap	5.45	eV
total charge	+1
multiplicity	1
HOMO	-9.68	eV

The geometry in XYZ format:
```
72
C32H35N4O wB97M-V/def2-TZVPD
O 3.7714 -0.1019 -4.6757
N -0.9301 1.2146 4.3535
N 0.7788 -0.5408 3.0205
N -1.2764 0.5764 0.2030
N -2.8156 2.6315 2.8594
C -3.2340 4.6036 1.3320
C 2.3110 0.9305 -3.0120
C -3.8137 3.4294 2.1142
C 0.0772 -0.0398 -2.6460
C -1.1947 0.0659 -1.9704
C 1.1250 0.8780 -2.3060
C 4.5968 -2.3257 -4.0762
C 5.3656 -3.0794 -3.1796
C -2.0536 -2.2621 -2.5478
C -3.1133 -2.9775 -3.1146
C -4.6485 -1.1859 -2.5350
C -1.0212 1.0405 3.0056
C 4.7063 -0.9286 -4.0269
C 1.7278 -1.4701 2.3762
C -0.1819 0.1223 2.3051
C -3.0629 2.4875 4.2746
C -1.9796 1.7475 2.2200
C 1.5167 -0.8621 -4.4598
C -1.7937 2.1446 5.0626
C 1.1206 -2.7980 1.9431
C 2.5293 0.0292 -4.0686
C 0.3074 -0.8548 -3.8000
C -2.0345 1.4817 0.8309
C 0.0831 0.5293 5.1372
C 6.2407 -2.4466 -2.2864
C 6.4111 -1.0555 -2.3396
C -4.4125 -2.4497 -3.0964
C 5.6701 -0.2918 -3.2419
C -2.2523 -0.9042 -2.1352
C 1.2322 0.0155 4.2654
C -0.3446 -0.0736 0.9144
C -3.5905 -0.4288 -2.0630
H -3.4750 3.4414 4.6403
H -1.2412 3.0797 5.3145
H 0.9599 1.5879 -1.4977
H -3.7946 1.6820 4.4896
H 6.8144 -3.0411 -1.5716
H 0.7430 -3.3570 2.8065
H -2.7294 2.0393 0.2104
H 2.5007 -1.6661 3.1303
H -1.0567 -2.6938 -2.5726
H 7.1144 -0.5507 -1.6722
H -0.3590 -0.3110 5.7215
H 5.7457 0.8015 -3.2924
H -0.5067 -1.4510 -4.2281
H 1.9102 -3.4056 1.4845
H 0.3096 -2.6982 1.2152
H 3.1131 1.6298 -2.7345
H -1.5570 1.1313 -1.8612
H -2.5604 4.2842 0.5288
H -4.3560 2.7814 1.4096
H 2.2016 -0.9916 1.5021
H -4.5269 3.8085 2.8598
H 3.8806 -2.7936 -4.7625
H 1.7726 -0.7874 4.7913
H 5.2649 -4.1705 -3.1726
H -2.9407 -3.9466 -3.5870
H 0.3081 -0.7490 0.3727
H 0.5076 1.2252 5.8758
H -5.6610 -0.7890 -2.4847
H 1.9142 0.8759 4.1001
H -3.7659 0.6219 -1.7783
H 1.7404 -1.5751 -5.2582
H -2.6964 5.3023 1.9832
H -2.0955 1.7051 6.0270
H -5.2383 -3.0332 -3.4985
H -4.0576 5.1625 0.8726
```

Entry 4:
Here is C32H35N4O3STl as an isolated structure from OMol25. Energies are from wB97M-V/def2-TZVPD.

## Properties
HOMO-LUMO gap (spin up / spin down)	5.56 / 6.44	eV
total charge	0
multiplicity	1
HOMO (spin up / spin down)	-7.31 / -7.32	eV

The geometry in XYZ format:
```
76
C32H35N4O3STl wB97M-V/def2-TZVPD
Tl -0.2092 0.0119 0.1197
S 1.7736 2.9533 1.2709
O -0.7412 1.2137 2.4345
O -2.1573 3.2943 2.6880
O 0.7527 2.4518 0.2733
N 1.5417 -0.1685 -1.9367
N -0.4925 -1.2847 2.4970
N -1.4612 -0.8057 3.3174
N 1.6728 -2.0783 1.0437
C 1.5066 -0.7610 -3.0813
C -3.2160 1.2889 -0.5271
C -1.5460 0.5131 3.1348
C 2.6722 -2.5147 0.2757
C -3.3160 0.2363 -1.4322
C -1.6742 2.4450 -1.9635
C -4.1779 -0.9636 -1.1342
C -2.5852 0.3120 -2.6165
C 0.9463 -2.5908 -4.5699
C 2.9367 1.1815 -3.8908
C 3.2969 0.7787 1.2393
C -2.6845 1.2142 3.7946
C 4.2328 1.8788 0.7430
C 1.0034 -2.9721 1.7893
C -1.7669 1.4032 -2.8791
C -0.0744 -2.4756 2.6685
C -3.5440 0.5360 4.6615
C 2.3577 -4.7670 0.9586
C 3.3339 3.0514 0.3318
C 1.7833 -2.0406 -5.5501
C -0.1783 -2.5453 -2.3335
C -2.9311 2.5711 3.5230
C -4.6181 1.1711 5.2541
C -2.4069 2.3883 -0.7864
C -4.0208 3.2107 4.1156
C -4.8510 2.5165 4.9729
C 2.4342 -0.8183 -5.3328
C 2.3344 1.4954 2.1751
C 0.7651 -1.9910 -3.3506
C 3.0591 -3.8420 0.1970
C 1.3242 -4.3293 1.7625
C 2.2964 -0.1460 -4.1495
H -2.3210 3.1764 -0.0487
H 3.8245 -0.0342 1.7374
H -3.5895 -1.8846 -1.1456
H -0.9793 -1.8308 -2.1251
H -0.6238 -3.4724 -2.6917
H 3.1817 -1.7603 -0.3160
H 2.1835 1.9206 -3.6087
H 2.6158 -5.8181 0.9242
H 3.8794 -4.1377 -0.4426
H 3.6398 1.1248 -3.0558
H 0.7573 -5.0217 2.3720
H 3.0438 -0.3853 -6.1171
H 0.4186 -3.5142 -4.7772
H 2.7366 0.3572 0.3997
H -4.9691 -1.0737 -1.8784
H -1.0246 3.2886 -2.1564
H -3.3381 -0.5084 4.8528
H -5.2696 0.6307 5.9280
H -5.6909 3.0270 5.4290
H 4.8619 1.5511 -0.0853
H 1.4315 0.9496 2.4521
H 3.7801 4.0314 0.4940
H 4.8960 2.1891 1.5539
H -0.4621 -3.1209 3.4575
H -2.6507 -0.4981 -3.3365
H 0.3235 -2.7444 -1.3848
H -1.4304 2.6746 2.4088
H 1.9094 -2.5538 -6.4941
H 2.8290 1.8546 3.0813
H -4.1885 4.2552 3.8862
H -3.7623 1.2363 0.4092
H 3.4681 1.5320 -4.7739
H -1.1984 1.4378 -3.8013
H -4.6445 -0.8804 -0.1532
H 2.9910 2.9792 -0.7014
```

Entry 5:
Here is a 3-piece molecular cluster, C32H35N5S2 overall in a non-equilibrium geometry from OMol25. Energies are from wB97M-V/def2-TZVPD.

## Properties
HOMO-LUMO gap	8.00	eV
total charge	0
SMILES	S=C(SCCCc1cccc2nccnc12)N(c1ccccc1)c1ccccc1.CCCC#N.CCCC#N
multiplicity	1
HOMO	-8.12	eV

The geometry in XYZ format:
```
74
C32H35N5S2 wB97M-V/def2-TZVPD
S 0.6711 1.6864 -0.5929
S -1.8350 2.2602 0.8810
N -1.8305 0.5127 -1.0970
N 4.7725 1.1943 1.1776
N 0.5972 -2.4045 6.0726
N 4.9257 -1.5175 2.2354
N -5.8207 1.9691 -6.7470
C -1.9136 0.9150 -2.4890
C -2.3606 1.8064 -5.1286
C 1.2733 -1.3752 9.5903
C 4.0005 -0.5905 2.6312
C 1.5066 -2.3837 6.7852
C -5.0007 -0.7608 -8.7205
C -0.9344 -2.5917 0.7431
C -5.2963 0.7172 -8.9968
C -1.3346 -1.3116 0.4210
C 2.0824 -0.1353 4.0731
C 1.0725 3.3448 0.0449
C -3.4293 1.7213 -4.2363
C 5.7113 -1.0224 1.3062
C -3.1797 1.2758 -2.9422
C -0.5770 -3.4898 -0.2751
C -1.1030 -1.7594 -1.9200
C 3.0517 -0.9777 3.6243
C 2.6640 -2.3576 7.6954
C -3.7937 -0.9632 -7.8101
C 2.8614 1.6036 2.5793
C 1.3055 3.3946 1.5717
C -1.0655 1.4324 -0.2963
C -0.8463 1.0048 -3.3864
C -5.5884 1.4233 -7.7380
C -0.6819 -3.0496 -1.5821
C 2.7502 3.0226 2.0005
C 2.2035 -2.5002 9.1498
C 5.6603 0.3089 0.7900
C 3.9000 0.7195 2.1174
C 1.9827 1.1932 3.5429
C -1.0931 1.4312 -4.6858
C -1.4182 -0.8575 -0.9079
H -2.5006 2.1611 -6.1525
H -3.9559 -0.5244 -6.8238
H -5.8743 -1.2315 -8.2646
H -4.4492 2.0118 -4.4967
H -0.2913 1.4944 -5.4278
H -1.1802 -1.4754 -2.9678
H 1.1006 4.4392 1.8740
H 1.6934 -3.4569 9.2819
H 6.3804 0.5971 0.0193
H 3.1106 3.7091 2.7875
H 3.2019 -1.4183 7.5538
H -0.2440 -4.5093 -0.0720
H -4.0323 1.2163 -2.2590
H -4.4418 1.1946 -9.4794
H -3.6021 -2.0267 -7.6643
H 0.5676 2.7870 2.1055
H -4.8218 -1.2690 -9.6703
H 0.9949 -1.5004 10.6372
H -0.8741 -2.9468 1.7745
H -1.6020 -0.6541 1.2520
H -2.8965 -0.5136 -8.2420
H 6.4853 -1.6883 0.9036
H 3.0815 -2.5128 9.7987
H 1.7567 -0.4017 9.4826
H 1.8886 3.7957 -0.5372
H 3.3361 -3.1746 7.4303
H 3.1129 -1.9805 4.0550
H -6.1561 0.8135 -9.6606
H 0.1835 3.9709 -0.1545
H -0.4210 -3.7075 -2.4157
H 1.4015 -0.4893 4.8582
H 1.2081 1.8723 3.9058
H 0.3507 -1.3666 9.0076
H 0.1645 0.7470 -3.0710
H 3.4347 3.1486 1.1509
```

Entry 6:
Here is C32H36AsMgNO8STe as an isolated structure in a non-equilibrium geometry from OMol25. Energies are from wB97M-V/def2-TZVPD.

## Properties
HOMO-LUMO gap	6.00	eV
total charge	-2
multiplicity	1
HOMO	-1.83	eV

The geometry in XYZ format:
```
81
C32H36AsMgNO8STe wB97M-V/def2-TZVPD
Te 0.1643 -0.6437 2.9254
As -2.9712 -0.3492 0.5919
S -1.9528 2.6615 1.4701
Mg -0.3994 0.8717 -0.5384
O -1.1157 2.4943 0.2477
O -3.4234 -0.9614 -1.0375
O 3.3475 2.4897 -0.8136
O -1.2718 -0.4562 0.4757
O -1.7257 3.9111 2.1454
O -1.9814 1.4950 2.3311
O -3.7171 -1.3492 1.6445
O 1.4041 1.4277 -0.4919
N -0.6423 -0.0027 -2.4565
C 1.4016 -1.2252 -1.9092
C -3.5747 3.8527 -2.8329
C 1.5523 2.9248 -2.3308
C -4.0090 1.3295 0.4020
C -1.6933 0.4974 -4.7300
C 1.9295 -2.2043 6.6878
C 3.7887 -1.6399 5.2760
C -4.4071 3.7147 0.6707
C 0.0842 -1.2877 -2.7020
C 0.7180 1.3236 3.5187
C -2.4907 1.3645 -5.4751
C 0.2149 1.8488 4.7094
C 1.5632 2.0939 2.7264
C -0.7414 -2.4579 -2.1427
C -3.5824 2.6087 0.7855
C 1.4596 3.8779 4.3471
C -2.0675 1.8689 -2.8129
C 1.0525 -1.7746 5.6950
C -1.4129 0.7048 -3.3453
C 0.4981 -1.6788 -4.1332
C -6.1426 2.2770 -0.1779
C -3.1045 2.4635 -4.8930
C 2.9069 -1.2112 4.2909
C -5.6953 3.5431 0.1853
C 2.1801 2.2433 -1.1208
C 1.5241 -1.2764 4.4810
C 1.9313 3.3716 3.1458
C -2.8892 2.7033 -3.5322
C 3.3022 -2.1451 6.4788
C 0.5903 3.1169 5.1253
C -5.3059 1.1720 -0.0752
C -2.6821 1.0854 -6.9482
H -1.7196 1.0320 -7.4639
H -0.4888 1.2666 5.2925
H 1.7509 4.8709 4.6708
H -3.7443 3.1212 -5.4750
H -1.0237 -2.2608 -1.1095
H 0.9870 -0.8547 -4.6594
H 1.9572 -2.1595 -2.0318
H -5.6409 0.1831 -0.3553
H -7.1557 2.1499 -0.5444
H 1.2150 -2.5027 -4.0564
H -1.8905 2.1268 -1.7730
H 2.5897 3.9641 2.5211
H 3.2925 -0.8155 3.3565
H 1.5414 -2.5838 7.6269
H -4.5117 3.5183 -2.3793
H -3.2772 1.8695 -7.4210
H -3.8087 4.6577 -3.5343
H 0.7072 3.5350 -1.9933
H 1.2213 -1.0713 -0.8414
H -0.3365 -2.0479 -4.7246
H 2.2800 3.5471 -2.8447
H 4.8583 -1.5854 5.1057
H -0.0187 -1.8234 5.8666
H 1.1493 2.1654 -3.0084
H 2.0204 -0.3964 -2.2588
H -4.0290 4.6847 0.9736
H 0.1965 3.5184 6.0523
H -2.9495 4.2541 -2.0333
H -0.1587 -3.3876 -2.1747
H -6.3553 4.3994 0.0945
H 1.9208 1.7176 1.7731
H -3.1929 0.1303 -7.1050
H 3.9872 -2.4909 7.2442
H -1.6539 -2.5977 -2.7297
H -1.2892 -0.3345 -5.2659
H -2.6840 -0.7363 -1.6344
```